Record 1
ORCA calculation (ωB97M-V/def2-TZVPD) on a molecular structure, C29H46AsBrN3O4PbS3Si3.

Highest occupied orbital energy = -10.51 eV
ΔE to the lowest compared entry with this formula, charge and spin = 35.4 kcal/mol
E = -8663.47177 Eh
E_LUMO = -4.0 eV
Kohn-Sham gap = 6.512 eV
Net charge = +1

```
91
Properties=species:S:1:pos:R:3:lowdin_charge:R:1
Pb 0.6897 -0.0090 -0.4420 0.945
O 1.3243 -1.0262 1.4712 -0.346
N 2.6435 -1.0005 1.6337 -0.183
C 3.0880 -0.9967 2.9113 -0.005
C 4.4237 -0.9836 3.1882 -0.028
C 5.3321 -0.9551 2.1305 -0.039
C 4.8641 -0.9321 0.8415 -0.070
C 3.4912 -0.9554 0.5814 -0.610
S 2.9119 -0.9236 -1.0517 0.773
H 2.3041 -1.0138 3.6513 0.138
H 4.7462 -0.9800 4.2179 0.121
H 6.3958 -0.9345 2.3201 0.123
H 5.5366 -0.8806 -0.0016 0.120
O -0.5278 -4.1584 -5.3479 0.112
C -0.4583 -3.3432 -4.2877 -0.285
C -0.8869 -2.0197 -4.2985 0.032
C -0.7253 -1.2801 -3.1528 -0.169
N -0.2173 -1.7707 -2.0143 -0.070
C 0.1605 -3.0494 -2.0210 -0.709
Br 0.8065 -3.7732 -0.3989 0.840
C 0.0760 -3.8753 -3.1154 -0.020
H -0.8624 -3.6878 -6.1233 0.129
H -1.2771 -1.5547 -5.1927 0.134
H -0.9883 -0.2322 -3.1421 0.084
H 0.4080 -4.9006 -3.0782 0.123
O 1.3458 0.2647 -3.9414 0.067
C 1.4956 1.1741 -3.1522 -0.591
O 0.6736 1.3562 -2.1203 -0.287
C 2.6204 2.1566 -3.2730 -0.141
C 2.8388 3.1333 -2.3085 -0.022
C 3.9194 3.9955 -2.4215 -0.061
C 4.7770 3.8872 -3.5065 -0.072
C 4.5570 2.9170 -4.4772 -0.068
C 3.4833 2.0518 -4.3601 -0.016
H 2.1705 3.2059 -1.4655 0.073
H 4.0922 4.7437 -1.6607 0.106
H 5.6196 4.5596 -3.5977 0.106
H 5.2274 2.8346 -5.3219 0.106
H 3.2997 1.2845 -5.1000 0.118
C -2.6380 1.7856 -2.6546 -0.197
Si -3.3152 0.6992 -1.3142 0.336
C -3.5618 -1.0917 -1.7563 -0.202
C -4.9069 1.3559 -0.6277 -0.196
As -1.6883 0.8514 0.4509 0.918
Si -2.3364 -0.4771 2.3544 0.323
C -2.5339 -2.1867 1.6766 -0.203
C -3.9395 0.2809 2.9095 -0.197
C -1.0754 -0.3394 3.6896 -0.191
Si -1.2481 3.1715 1.0425 0.355
C -0.2807 3.9980 -0.2953 -0.196
C -2.9838 3.8509 1.1144 -0.216
C -0.5673 3.0996 2.7620 -0.206
H -3.0495 1.4977 -3.6243 0.049
H -1.5476 1.7445 -2.7170 0.006
H -2.9208 2.8224 -2.4651 0.042
H -3.7303 -1.1889 -2.8308 0.045
H -4.4506 -1.4626 -1.2438 0.040
H -2.7246 -1.7348 -1.4936 0.008
H -5.6837 1.1654 -1.3736 0.052
H -4.8849 2.4252 -0.4341 0.021
H -5.2031 0.8446 0.2849 0.016
H -3.3449 -2.2441 0.9510 0.026
H -2.7544 -2.8731 2.4968 0.044
H -1.6131 -2.5317 1.2018 0.000
H -4.7645 0.0610 2.2360 0.020
H -3.8585 1.3630 3.0164 0.023
H -4.1971 -0.1239 3.8909 0.049
H -0.0680 -0.4704 3.3019 0.002
H -1.2676 -1.1418 4.4048 0.046
H -1.1463 0.6199 4.2030 0.030
H -0.9217 4.7065 -0.8217 0.045
H 0.1197 3.2813 -1.0120 -0.009
H 0.5647 4.5378 0.1333 0.049
H -3.3661 4.0953 0.1235 0.028
H -2.9580 4.7770 1.6948 0.049
H -3.6914 3.1820 1.6037 0.013
H 0.2317 2.3684 2.8616 0.014
H -1.3697 2.8628 3.4636 0.031
H -0.1603 4.0759 3.0350 0.051
C 1.0220 -4.6874 4.7583 -0.414
S 0.4146 -4.1401 3.1508 0.680
C -0.5249 -5.6118 2.6948 -0.423
H 0.2271 -4.7094 5.5018 0.038
H 1.7910 -3.9883 5.0809 0.024
H 1.4696 -5.6758 4.6741 0.039
H 0.1167 -6.4909 2.7088 0.040
H -0.8975 -5.4666 1.6825 0.005
H -1.3705 -5.7673 3.3638 0.040
S 4.0123 2.6648 1.7206 0.620
C 2.6176 2.1353 1.1318 -0.954
N 1.5787 1.7515 0.7211 -0.068
```

=====

Record 2
ORCA calculation (ωB97M-V/def2-TZVPD) on a molecular structure, C32H47Cl3N3O3PtSSi in a non-equilibrium geometry.

Expectation value of S² = 2.0107
Highest occupied orbital energy (alpha / beta) = -1.38 / -4.06 eV
E = -3825.07537 Eh
Multiplicity = 3
E_LUMO (alpha / beta) = 2.2 / 2.2 eV
Kohn-Sham gap (alpha / beta) = 3.597 / 6.282 eV
Net charge = -1

```
91
Properties=species:S:1:pos:R:3:lowdin_spin:R:1
C 2.7146 -2.6632 -1.8942 0.000
C 2.5695 -1.6811 -3.0094 0.005
H 2.0796 -3.5509 -1.9925 0.000
H 2.4837 -2.2017 -0.9322 -0.001
H 3.7561 -3.0134 -1.8718 0.000
C 2.6135 -2.0439 -4.3034 0.002
C 2.6286 -3.4483 -4.7654 0.001
H 2.7070 -1.2915 -5.0841 0.000
H 1.9029 -4.0864 -4.2379 0.000
H 3.6276 -3.8734 -4.5981 0.000
H 2.4062 -3.4957 -5.8382 0.000
Pt 2.3995 0.8080 0.2775 1.225
Cl 3.1540 2.0040 2.0929 0.172
Cl 3.2621 2.5523 -0.9860 0.108
C -0.0779 3.3982 0.8615 -0.001
O -0.7026 2.3555 1.0981 -0.001
N -0.6889 4.5693 0.5840 0.000
C -2.1428 4.6000 0.5632 0.000
C 0.0654 5.6788 0.0153 0.000
H 1.0272 3.4556 0.8594 0.000
H -2.5499 4.1864 1.4922 0.000
H -2.5453 4.0205 -0.2776 0.000
H -2.4439 5.6412 0.4525 0.000
H 0.9664 5.8666 0.6214 0.000
H -0.5724 6.5683 0.0073 0.000
H 0.3808 5.4611 -1.0200 0.000
H -0.0925 -5.6611 1.0430 0.000
H -2.6303 -4.6279 -0.8461 0.000
C -1.1582 -5.7451 1.3035 0.000
C -2.9517 -4.3941 0.1733 0.000
N -1.8156 -4.4646 1.0810 0.000
H -1.2149 -6.0250 2.3668 0.000
C -1.3624 -3.3890 1.7556 0.000
O -1.8213 -2.2399 1.6772 0.001
H -3.4066 -3.3999 0.2008 0.000
H -0.4863 -3.6339 2.4103 0.000
H -1.6449 -6.5005 0.6811 0.000
H -3.6963 -5.1483 0.4582 0.000
O 1.9752 -0.1327 -1.3236 0.255
C 2.4822 -0.1859 -2.6518 0.026
C 0.8707 0.1993 -4.7744 0.001
C 1.7690 0.6704 -3.7939 0.009
H 0.4311 -0.7923 -4.6450 0.000
C 0.4957 0.9913 -5.8788 0.000
H 3.4940 0.2447 -2.6272 0.002
C 2.2165 1.9781 -3.9420 0.003
H -0.1453 0.5855 -6.6625 0.000
C 0.9836 2.2965 -5.9984 0.001
C 1.8722 2.7738 -5.0361 0.000
H 2.8474 2.3947 -3.1503 0.004
H 0.7139 2.9261 -6.8479 0.000
H 2.3207 3.7591 -5.1540 0.000
Si -2.0120 -0.2298 -2.6149 0.000
Cl -0.6920 -1.7948 -2.8377 0.001
C -2.8509 -0.2440 -4.2830 0.000
C -1.1113 1.4692 -2.5074 -0.001
C -2.1441 -0.3678 -0.7339 0.000
H -3.0112 0.7964 -4.5893 0.000
H -3.8071 -0.7767 -4.3150 0.000
H -2.2604 -0.7003 -5.0942 0.000
H -1.8690 -1.3403 -0.2986 0.000
H -3.0994 -0.0834 -0.2857 0.000
H -1.3807 0.3040 -0.2880 0.000
H -0.4525 1.6291 -3.3642 0.000
H -0.4536 1.4360 -1.6221 -0.001
H -1.8304 2.3117 -2.4307 0.000
N 1.2880 -0.2182 1.6038 0.053
S 1.3871 0.1441 3.2219 0.051
C 0.3775 1.5359 3.9002 0.005
C -0.9966 1.6194 3.7361 0.006
C -1.7393 2.5052 4.5168 0.000
C -1.0894 3.3761 5.3905 0.006
C 0.3024 3.3468 5.4941 0.000
C 1.0384 2.4172 4.7610 0.008
C 0.6371 -1.1347 4.2252 0.011
C 1.4593 -1.6308 5.2480 0.011
C 0.8996 -2.4616 6.2135 0.001
C -0.4702 -2.7501 6.1728 0.012
C -1.2770 -2.2399 5.1566 0.000
C -0.7117 -1.4435 4.1659 0.011
H 0.3881 -0.6554 1.3593 0.003
H -1.4920 0.9730 3.0162 0.001
H -2.8266 2.4946 4.4405 0.000
H -1.6701 4.0775 5.9859 0.000
H 0.8202 4.0343 6.1597 0.000
H 2.1235 2.3457 4.8457 0.004
H 2.5028 -1.3174 5.2790 0.000
H 1.5313 -2.8613 7.0039 0.000
H -0.9112 -3.3705 6.9537 0.001
H -2.3500 -2.4321 5.1287 0.000
H -1.3133 -1.0594 3.3528 0.001
```

=====

Record 3
ORCA calculation (ωB97M-V/def2-TZVPD) on a gas-phase ion, C7H13N2O2 (charge +1) in a non-equilibrium geometry.

Highest occupied orbital energy = -14.86 eV
ΔE to the lowest compared entry with this formula, charge and spin = 52.3 kcal/mol
E = -534.20002 Eh
E_LUMO = -3.0 eV
Structure (SMILES) = [H]/N=C1\OC[C@@H](C)\[N+]1=C(\O)CC
Kohn-Sham gap = 11.886 eV
Net charge = +1

```
24
Properties=species:S:1:pos:R:3:lowdin_charge:R:1
H 0.2390 2.8750 2.6756 0.144
N 0.0500 2.2351 1.8870 0.203
C 0.9767 1.4918 1.5031 -0.234
O 2.1551 1.0273 1.6592 0.089
C 2.6594 0.3852 0.4249 -0.007
C 1.4261 -0.3132 -0.2455 -0.335
C 1.1205 -1.7429 0.2044 -0.027
N 0.3492 0.4527 0.1545 0.097
C -0.9026 0.5814 -0.2479 -0.316
O -1.7352 1.2843 0.3448 0.194
C -1.4616 -0.3083 -1.4466 -0.082
C -2.9803 -0.7169 -1.2278 -0.045
H 3.5740 -0.2875 0.7182 0.181
H 3.0614 1.1945 -0.2461 0.149
H 1.6431 -0.2078 -1.2955 0.157
H 0.5694 -1.7787 1.1668 0.107
H 1.9410 -2.4556 0.4945 0.106
H 0.5725 -2.3342 -0.5103 0.064
H -1.2577 1.7306 1.1008 0.084
H -1.4971 0.4238 -2.2358 0.117
H -0.7880 -1.2649 -1.4660 0.127
H -3.2759 -1.0569 -2.1407 0.041
H -3.4257 0.2088 -0.9956 0.050
H -3.0132 -1.4237 -0.2758 0.138
```